Entry 1:
Here is a gas-phase ion, C14H23ClF5N2O5P2S3 (charge -1) in a non-equilibrium geometry from the OMol25 dataset. Energies are from wB97M-V/def2-TZVPD.

Positions of all 55 atoms, in Å:
1 C -0.39242 -1.90203 1.98827
2 C -1.66743 -1.71361 1.40246
3 P -2.60708 -0.06773 1.14777
4 Cl -4.23734 -0.97953 2.26842
5 C -1.24359 0.66683 0.00252
6 C -0.46482 -0.33268 -0.98022
7 C 0.62834 0.64648 -1.74387
8 S 2.15506 0.97293 -0.74938
9 C 3.24545 -0.51904 -0.64787
10 S 2.79373 -1.69732 0.48829
11 N 4.46945 -0.63206 -1.49512
12 C 4.78065 -2.05113 -1.85453
13 C 3.61493 -2.83481 -2.63022
14 C 5.62092 -0.23838 -0.57563
15 C 5.75625 1.34367 -0.35557
16 N -1.83488 0.44821 2.67899
17 C -1.39971 1.77317 2.92661
18 O -0.14411 1.99848 2.95970
19 F -2.10744 2.95425 3.37357
20 C -2.38506 -0.07657 3.92991
21 O -2.02772 -1.13695 4.52222
22 F -3.27068 0.69450 4.78999
23 P -3.51105 -1.08417 -0.59257
24 C -3.64966 0.05773 -2.13440
25 O -5.17572 -1.52798 -0.24674
26 S -3.92009 1.68893 1.02303
27 O -4.57813 1.86520 2.40770
28 O -5.22232 1.44317 0.23121
29 C -3.30384 3.29776 0.47109
30 F -1.95803 3.67905 0.52693
31 F -3.71206 3.50352 -0.90883
32 F -4.02598 4.33393 1.18102
33 H 0.00297 -2.92496 2.35749
34 H 0.26847 -0.99276 2.18380
35 H -2.21955 -2.68002 1.08215
36 H -1.66084 1.47022 -0.72902
37 H -0.38466 1.18579 0.54489
38 H 0.20201 -1.12223 -0.51888
39 H -1.03582 -0.78496 -1.84916
40 H 0.11053 1.58771 -2.15042
41 H 0.95012 0.03893 -2.67271
42 H 5.08790 -2.67664 -0.93824
43 H 5.71174 -2.00309 -2.54600
44 H 2.84824 -2.11183 -3.06950
45 H 4.06881 -3.55619 -3.41541
46 H 3.06705 -3.51012 -1.86198
47 H 5.53269 -0.76048 0.43849
48 H 6.57198 -0.61550 -1.10891
49 H 6.28762 1.49340 0.66634
50 H 4.77170 1.91587 -0.28139
51 H 6.42702 1.87485 -1.12247
52 H -2.67346 0.56537 -2.42733
53 H -4.57490 0.72266 -2.14805
54 H -3.83897 -0.70835 -2.99461
55 H -5.74627 -0.98150 -0.84382

Values from the calculation:
HOMO energy ... -5.1735 eV
ΔE to the lowest compared entry with this formula, charge and spin ... 99.4 kcal per mole
Kohn-Sham gap ... 0.224 Eh
Charge ... -1

=====

Entry 2:
Here is a molecular structure, C14H23CoF8O4 in a non-equilibrium geometry from the OMol25 dataset. Energies are from wB97M-V/def2-TZVPD.

Positions of all 50 atoms, in Å:
1 Co 1.87156 0.44524 2.16660
2 C 0.08727 -1.42042 -0.07149
3 O 0.54867 -0.39907 0.78951
4 H 0.91140 -1.74233 -0.70812
5 H -0.40633 -2.24214 0.44740
6 H -0.65489 -0.95706 -0.72156
7 C -2.47643 0.07206 -4.70499
8 C -2.15755 1.54681 -4.10764
9 C -3.38488 2.18726 -3.49658
10 F -3.32232 3.54296 -3.46591
11 F -4.54906 1.92925 -4.07729
12 F -1.19348 1.33829 -3.19356
13 F -1.61841 2.16223 -5.06547
14 O -3.05751 -0.84214 -3.73692
15 C -2.48665 -2.17900 -3.61620
16 C -3.02511 -2.96048 -2.33829
17 F -4.36600 -3.04302 -2.30016
18 F -2.47217 -4.23563 -2.27392
19 F -2.71102 -2.86500 -4.73359
20 F -1.16794 -1.91096 -3.38181
21 H -1.59302 -0.33896 -5.19362
22 H -3.21270 0.05504 -5.50856
23 H -3.40343 1.72784 -2.50831
24 H -2.71620 -2.46089 -1.42010
25 C 4.91843 -2.50083 1.45600
26 C 4.94106 -2.33330 2.97445
27 C 3.46780 -2.12474 3.14799
28 O 3.08596 -1.17440 2.09206
29 C 3.98992 -1.37095 0.96521
30 H 4.52952 -3.43534 1.05160
31 H 5.91435 -2.51219 1.01313
32 H 5.54086 -1.50295 3.34711
33 H 5.19275 -3.31690 3.37104
34 H 3.27123 -1.74783 4.15168
35 H 2.85757 -3.02502 3.07577
36 H 4.54146 -0.43574 0.86883
37 H 3.47359 -1.68649 0.05860
38 C -1.70728 2.98521 2.89003
39 C -0.80613 4.20693 2.68894
40 C 0.60377 3.45131 2.76008
41 O 0.42148 2.07692 2.61614
42 C -0.97175 1.67865 2.51110
43 H -2.61990 3.09916 2.30502
44 H -2.06743 2.95568 3.91839
45 H -0.93257 5.02982 3.39248
46 H -0.79613 4.62181 1.68103
47 H 0.67719 3.49291 3.84681
48 H 1.51153 3.95884 2.43377
49 H -1.17691 0.78247 3.09665
50 H -1.30410 1.41717 1.50648

Values from the calculation:
HOMO energy (spin up / spin down) ... -4.9407 / -8.0005 eV
Kohn-Sham gap (spin up / spin down) ... 0.208 / 0.300 Eh
Charge ... 0
⟨S²⟩ ... 6.01
2S+1 ... 5

=====

Entry 3:
Here is 7 unconnected molecules or ions with the total composition C14H23F13N6O15S from the OMol25 dataset. Energies are from wB97M-V/def2-TZVPD.

Positions of all 72 atoms, in Å:
1 O -0.93407 -1.18001 6.38544
2 S -0.61823 -0.52155 5.14456
3 O -0.80676 -1.68218 3.99037
4 O -1.93705 0.39495 4.83788
5 C -2.09866 1.05710 3.57990
6 C -0.99331 2.08614 3.29058
7 C -1.45275 2.99361 2.16567
8 F -1.98547 2.28483 1.13679
9 F -2.45853 3.79466 2.64432
10 C -0.41783 3.98672 1.57671
11 F -0.99613 4.61516 0.54570
12 F -0.16824 4.90767 2.54212
13 C 0.99222 3.46924 1.15451
14 F 1.63127 3.13459 2.29529
15 F 1.65086 4.50261 0.59736
16 C 1.16064 2.24803 0.19124
17 F 0.42888 1.20798 0.66252
18 F 2.45611 1.90287 0.29578
19 C 0.85436 2.46576 -1.34889
20 F 2.01205 2.42608 -2.03076
21 F 0.27685 3.66112 -1.58314
22 C -0.07090 1.37813 -1.97574
23 F 0.50794 0.18160 -1.90275
24 F -0.25168 1.67417 -3.25239
25 F -1.25025 1.33429 -1.38358
26 H -1.37712 -1.41630 3.25222
27 H -2.23022 0.34222 2.75611
28 H -3.05546 1.58551 3.66973
29 H -0.87730 2.70894 4.18899
30 H -0.02613 1.61356 3.08601
31 C 3.00485 -0.93289 -4.32619
32 N 4.37855 -1.32801 -4.74322
33 O 5.01557 -2.07408 -4.02362
34 O 4.78739 -0.85442 -5.78435
35 H 2.76446 -1.42366 -3.39027
36 H 3.02972 0.14795 -4.23049
37 H 2.33015 -1.23516 -5.12124
38 C -1.51337 -4.93055 4.11774
39 N -2.79510 -5.11236 3.38660
40 O -2.88670 -6.02483 2.59559
41 O -3.66501 -4.28415 3.59728
42 H -0.82571 -5.70150 3.79213
43 H -1.17224 -3.92905 3.86882
44 H -1.72142 -4.99521 5.18166
45 C -5.79809 -2.07324 2.91031
46 N -5.07922 -1.12730 2.01662
47 O -4.45281 -0.22047 2.52939
48 O -5.13290 -1.33619 0.82018
49 H -5.62524 -1.76188 3.93352
50 H -6.85269 -2.04342 2.65274
51 H -5.38226 -3.05855 2.72381
52 C 4.53019 3.67754 -5.89543
53 N 3.68631 3.34077 -4.71429
54 O 3.17865 2.23423 -4.68728
55 O 3.56522 4.19323 -3.86359
56 H 4.54312 2.82120 -6.55920
57 H 4.08707 4.54890 -6.36808
58 H 5.52283 3.91228 -5.52326
59 C 6.13068 -2.41343 -0.85956
60 N 5.21663 -2.93293 0.19249
61 O 4.48857 -2.14366 0.76172
62 O 5.25987 -4.12769 0.40775
63 H 5.98595 -1.34292 -0.94323
64 H 7.14421 -2.65903 -0.55750
65 H 5.87390 -2.91824 -1.78584
66 C -4.56478 -1.32751 -2.36751
67 N -3.45413 -1.10045 -3.33411
68 O -2.45876 -0.53109 -2.93246
69 O -3.61903 -1.50764 -4.46666
70 H -4.27987 -0.91448 -1.40839
71 H -5.44680 -0.83615 -2.76718
72 H -4.72417 -2.39985 -2.30681

Values from the calculation:
HOMO energy ... -10.5219 eV
Kohn-Sham gap ... 0.378 Eh
Charge ... 0

=====

Entry 4:
Here is a molecular structure, C14H23GeN3O6Pd in a non-equilibrium geometry from the OMol25 dataset. Energies are from wB97M-V/def2-TZVPD.

Positions of all 48 atoms, in Å:
1 Pd -0.19238 -0.35124 -0.18310
2 O -0.45438 -5.16515 2.96670
3 C 0.83689 -4.95642 2.75398
4 O 1.70574 -5.71179 3.11060
5 C 1.17437 -3.73132 1.98770
6 C 2.46608 -3.38542 1.60718
7 N 2.37986 -2.22479 0.93376
8 N 1.10774 -1.80064 0.87460
9 C 0.37507 -2.69579 1.51920
10 C -1.11152 -2.49614 1.67377
11 O -1.71895 -3.36583 2.30481
12 O -1.57077 -1.46131 1.13911
13 H -1.01619 -4.45028 2.54011
14 H 3.38939 -3.88703 1.78417
15 H 3.12077 -1.67237 0.51691
16 O -1.21275 2.16192 -0.02843
17 C -0.57229 2.33762 1.13675
18 O 0.16399 1.49267 1.57472
19 C -0.85418 3.66149 1.82278
20 N -1.87331 4.39996 1.07472
21 C -1.34573 5.73410 0.76850
22 C -0.20108 5.95720 1.75170
23 C 0.39376 4.56159 1.85992
24 H -1.18935 3.42612 2.84342
25 H -2.73462 4.46335 1.60333
26 H -1.80580 2.96070 -0.14052
27 H -2.14468 6.47036 0.84524
28 H -0.97818 5.75132 -0.26040
29 H -0.58982 6.28273 2.71828
30 H 0.51651 6.69617 1.41201
31 H 0.98568 4.39185 2.75477
32 H 1.03273 4.35253 0.99841
33 C 1.26210 -3.09588 -2.21127
34 Ge 0.11147 -1.65007 -2.87772
35 C 0.47571 -1.38697 -4.79617
36 C -1.78159 -2.09868 -2.62352
37 C 0.56625 0.04558 -1.94410
38 H 1.13564 -3.97320 -2.84058
39 H 1.00859 -3.37533 -1.19299
40 H 2.30827 -2.80684 -2.24275
41 H 0.26635 -2.30421 -5.33475
42 H 1.51338 -1.12200 -4.96297
43 H -0.14804 -0.60169 -5.20712
44 H -2.01287 -2.97950 -3.21651
45 H -2.41938 -1.28866 -2.95985
46 H -2.02229 -2.31146 -1.58371
47 H 0.01417 0.93372 -2.29800
48 H 1.63962 0.26904 -1.97272

Values from the calculation:
HOMO energy (spin up / spin down) ... -8.9472 / -8.9480 eV
ΔE to the lowest compared entry with this formula, charge and spin ... 25.7 kcal per mole
Kohn-Sham gap (spin up / spin down) ... 0.299 / 0.299 Eh
Charge ... 0